ORCA calculation (ωB97M-V/def2-TZVPD) on C26H20N11OsSi as an isolated structure in a non-equilibrium geometry.

Structure (XYZ):
```
59
Properties=species:S:1:pos:R:3:forces:R:3
Os -0.5934 -0.4366 1.3963 -0.397 1.358 -0.187
N -3.2608 -2.1575 2.7806 0.040 -0.046 -0.003
C -3.4990 -1.4698 1.6479 0.078 0.468 -0.583
N -4.6787 -1.5531 1.0114 -0.170 -0.828 1.074
N -4.6094 -0.7788 -0.0030 0.020 0.456 -0.684
N -3.4463 -0.2225 -0.0354 -0.065 -0.295 0.383
N -2.6636 -0.6218 0.9963 -0.280 -0.560 0.563
C -2.1253 -2.0246 3.5315 0.814 0.168 0.564
N -1.8822 -2.5701 4.7104 -1.644 -0.276 -0.949
N -0.6790 -2.1495 5.0344 0.967 0.085 0.876
N -0.1788 -1.3957 4.1419 1.240 0.335 0.421
N -1.0592 -1.2734 3.1434 -1.961 -1.509 0.482
H -4.0071 -2.7505 3.1191 0.045 0.042 0.039
N 6.4167 -1.3228 3.4290 0.427 -0.078 0.149
C 5.3415 -1.1716 3.0682 0.273 0.046 0.044
C 4.0152 -0.9727 2.6128 -1.031 0.098 -0.351
C 3.1298 -2.0493 2.5274 0.125 0.306 -0.080
C 1.8397 -1.8126 2.1069 0.152 -0.522 0.116
N 1.3837 -0.5899 1.7829 0.903 -0.229 0.154
C 2.2497 0.4344 1.8313 0.198 0.470 -0.045
C 3.5610 0.2928 2.2336 -0.025 -0.276 0.082
H 3.4498 -3.0425 2.7990 -0.063 -0.084 -0.015
H 1.1421 -2.6417 2.0340 0.029 0.207 0.055
H 1.8734 1.4062 1.5316 -0.026 -0.091 0.039
H 4.2170 1.1487 2.2613 -0.007 0.058 0.008
C 3.0350 -2.2792 -2.8886 0.051 -0.004 0.008
C 1.7639 -2.8025 -2.7130 -0.024 -0.133 0.033
C 0.7816 -2.0457 -2.0998 -0.061 0.080 -0.007
C 1.0620 -0.7544 -1.6598 -0.629 0.804 0.357
C 2.3492 -0.2528 -1.8090 0.020 0.011 -0.061
C 3.3264 -1.0029 -2.4366 0.168 -0.019 0.051
Si -0.2671 0.3221 -0.8267 -0.149 0.139 -1.894
C -1.8771 0.3523 -1.8148 0.804 -0.214 0.071
C -1.9444 0.0826 -3.1554 0.277 -0.064 0.620
C -3.1336 0.1915 -3.8756 -0.159 -0.045 -0.332
C -4.3073 0.6399 -3.2405 -0.073 0.171 0.257
C -4.3234 0.9401 -1.9205 -0.045 0.096 -0.240
C -3.1094 0.7687 -1.0667 0.249 0.618 -0.450
C 0.2109 2.1651 -0.5402 -0.079 -0.852 0.161
C -0.1024 2.8049 0.6605 -0.151 -0.337 0.008
C 0.2112 4.1361 0.8628 -0.012 0.143 0.147
C 0.8283 4.8583 -0.1477 -0.024 -0.112 0.039
C 1.1259 4.2406 -1.3518 0.062 0.060 -0.079
C 0.8338 2.9011 -1.5422 -0.042 -0.070 -0.029
H 3.8008 -2.8687 -3.3680 0.066 -0.059 -0.079
H 1.5378 -3.8017 -3.0513 -0.012 -0.111 -0.061
H -0.2115 -2.4531 -1.9724 -0.146 -0.092 -0.043
H 2.5790 0.7382 -1.4480 0.116 0.173 -0.005
H 4.3127 -0.5876 -2.5690 0.157 0.002 -0.033
H -1.0442 -0.2318 -3.6644 0.091 -0.023 -0.104
H -3.1443 -0.0512 -4.9246 -0.046 -0.015 -0.145
H -5.2040 0.7598 -3.8278 -0.128 0.041 -0.009
H -5.2165 1.2848 -1.4257 -0.126 0.071 -0.056
H -2.9147 1.7012 -0.5079 0.000 -0.098 -0.045
H -0.6178 2.2407 1.4497 0.096 0.229 -0.055
H -0.0253 4.6120 1.8028 -0.037 0.053 0.069
H 1.0766 5.8952 0.0096 0.010 0.146 -0.012
H 1.5871 4.7974 -2.1523 0.091 0.106 -0.052
H 1.0841 2.4240 -2.4778 0.037 0.003 -0.180
```
Positions in Å, forces in eV/Å.

## Properties
Energy relative to the best compared isomer or geometry (same formula, charge and spin) in kJ/mol: 14.8
Total charge: +1
2S+1: 5
Maximum force in eV Å⁻¹: 2.5
E_tot in Eh: -1984.87799
⟨S²⟩: 6.06